C4H11N3O2 | ωB97M-V/def2-TZVPD

Element x y z (Å)
C (1.661, -0.549, -0.233)
C (0.580, 0.228, 1.815)
N (0.872, -0.690, 0.945)
N (-0.224, 1.287, 1.649)
N (1.005, -0.039, 3.145)
H (0.047, 1.360, -2.257)
H (1.113, -1.116, -1.029)
H (2.745, -0.790, -0.063)
H (-0.266, 1.840, 0.821)
H (-0.321, 1.967, 2.389)
H (1.324, -1.057, 3.208)
H (0.384, 0.195, 3.908)
H (1.847, 0.546, -0.461)
C (-2.067, -0.628, -1.045)
C (-1.007, -0.171, -1.955)
O (-0.133, 0.850, -1.439)
O (-0.674, -0.593, -3.023)
H (-1.698, -0.809, -0.043)
H (-2.446, -1.656, -1.326)
H (-2.968, -0.056, -1.245)

Summary:
- charge = +1
- E_HOMO (spin up / spin down) (eV) = -14.07 / -14.07
- multiplicity = 2
- E_LUMO (spin up / spin down) (eV) = -3.53 / -6.77
- relative energy (zero: lowest compared OMol25 entry of this formula, charge and spin) (kcal per mole) = 48.93